{"formula": "C31H64NO12", "method": "ωB97M-V with the def2-TZVPD basis set", "gap_ev": 8.194, "charge": 1, "species": ["C", "C", "C", "C", "O", "C", "C", "C", "C", "C", "C", "O", "C", "N", "H", "H", "H", "H", "H", "H", "H", "H", "H", "H", "H", "H", "H", "H", "H", "H", "H", "H", "H", "H", "H", "H", "H", "H", "O", "C", "O", "C", "C", "C", "H", "H", "H", "H", "H", "H", "H", "H", "O", "C", "O", "C", "C", "C", "H", "H", "H", "H", "H", "H", "H", "H", "O", "C", "O", "C", "C", "C", "H", "H", "H", "H", "H", "H", "H", "H", "O", "C", "O", "C", "C", "C", "H", "H", "H", "H", "H", "H", "H", "H", "O", "C", "O", "C", "C", "C", "H", "H", "H", "H", "H", "H", "H", "H"], "xyz": [[-3.896, 4.349, 1.960], [-3.850, 4.567, 0.463], [-2.679, 3.838, -0.172], [-2.923, 3.457, -1.621], [-3.523, 2.169, -1.843], [-2.899, 1.052, -1.328], [-3.434, 0.469, -0.049], [-2.269, -0.371, 0.551], [-2.484, -0.465, 2.079], [-2.327, -1.868, 2.668], [-1.063, -2.030, 3.510], [-0.793, -0.902, 4.324], [-1.080, 0.489, 0.204], [-1.388, 1.058, -1.148], [-2.995, 4.734, 2.419], [-4.736, 4.861, 2.404], [-4.002, 3.295, 2.178], [-3.740, 5.625, 0.285], [-4.778, 4.257, -0.002], [-1.843, 4.527, -0.179], [-2.368, 3.010, 0.450], [-2.001, 3.530, -2.200], [-3.612, 4.162, -2.051], [-3.067, 0.287, -2.081], [-3.556, 1.293, 0.643], [-4.351, -0.053, -0.228], [-2.237, -1.356, 0.118], [-1.803, 0.236, 2.544], [-3.475, -0.124, 2.305], [-2.287, -2.589, 1.860], [-3.198, -2.114, 3.253], [-0.233, -2.204, 2.831], [-1.176, -2.876, 4.172], [-0.294, -0.262, 3.793], [-0.961, 1.280, 0.925], [-0.181, -0.101, 0.130], [-1.071, 0.331, -1.791], [-0.851, 1.873, -1.446], [2.674, -1.568, -1.524], [2.724, -2.520, -0.787], [1.727, -2.726, 0.099], [1.646, -3.934, 0.872], [2.456, -3.886, 2.154], [3.909, -3.451, -0.776], [1.905, -4.798, 0.259], [0.587, -4.024, 1.108], [3.524, -3.799, 1.955], [2.287, -4.791, 2.736], [2.165, -3.027, 2.758], [4.678, -3.025, -0.132], [4.300, -3.516, -1.787], [3.682, -4.459, -0.440], [0.331, -3.115, -8.015], [0.709, -2.387, -7.142], [0.549, -2.786, -5.859], [1.105, -2.090, -4.747], [0.206, -0.975, -4.268], [1.286, -1.020, -7.434], [2.109, -1.732, -4.970], [1.207, -2.838, -3.964], [0.071, -0.208, -5.032], [0.648, -0.516, -3.380], [-0.781, -1.377, -4.025], [0.464, -0.314, -7.547], [1.825, -1.077, -8.375], [1.975, -0.651, -6.679], [-3.897, -4.934, -13.417], [-3.490, -4.739, -12.305], [-2.171, -4.526, -12.122], [-1.610, -4.107, -10.874], [-1.319, -5.270, -9.951], [-4.408, -4.797, -11.102], [-2.245, -3.356, -10.401], [-0.681, -3.608, -11.140], [-2.230, -5.803, -9.675], [-0.837, -4.914, -9.044], [-0.660, -5.984, -10.444], [-4.503, -5.835, -10.789], [-5.385, -4.433, -11.408], [-4.078, -4.199, -10.257], [-0.451, 4.454, 6.648], [-0.199, 3.330, 6.991], [-1.080, 2.353, 6.689], [-0.797, 0.959, 6.873], [-1.108, 0.493, 8.280], [1.036, 2.992, 7.792], [0.230, 0.734, 6.581], [-1.441, 0.449, 6.166], [-0.487, 0.998, 9.020], [-0.941, -0.580, 8.369], [-2.148, 0.709, 8.525], [0.826, 3.159, 8.848], [1.835, 3.658, 7.482], [1.395, 1.976, 7.656], [4.282, 2.430, 6.876], [4.909, 3.453, 6.798], [5.582, 3.712, 5.661], [6.220, 4.967, 5.397], [7.619, 5.027, 5.973], [5.021, 4.408, 7.966], [5.596, 5.794, 5.737], [6.264, 5.032, 4.311], [7.610, 4.949, 7.060], [8.101, 5.966, 5.702], [8.219, 4.202, 5.589], [5.825, 4.068, 8.615], [4.088, 4.376, 8.522], [5.204, 5.442, 7.685]]}

{"formula": "C5H4FN3O3", "method": "ωB97M-V with the def2-TZVPD basis set", "smiles": "NC(=O)c1nc(F)c(O)[nH]c1=O", "gap_ev": 8.287, "charge": 0, "species": ["O", "O", "F", "N", "O", "C", "C", "C", "C", "C", "N", "N", "H", "H", "H", "H"], "xyz": [[2.011, 2.403, 0.793], [-1.758, 1.108, -0.386], [2.030, -2.768, 0.020], [1.424, -0.366, 0.280], [-0.680, -3.250, -0.524], [0.845, 2.046, 0.488], [-0.920, 0.271, -0.114], [0.478, 0.570, 0.241], [1.099, -1.695, -0.105], [-0.243, -1.998, -0.290], [-0.009, 3.126, 0.284], [-1.146, -1.028, -0.515], [-0.546, -3.999, 0.136], [-0.975, 2.897, -0.013], [0.351, 4.028, 0.631], [-1.961, -1.344, -0.927]]}

{"formula": "H2N2O4S", "method": "ωB97M-V with the def2-TZVPD basis set", "gap_ev": 11.391, "charge": 0, "species": ["N", "N", "O", "O", "O", "O", "S", "H", "H"], "xyz": [[-0.980, -0.772, 3.561], [-1.663, -0.001, 3.066], [-0.254, -1.472, 4.096], [-1.154, -1.193, 0.289], [-0.008, 0.921, 1.042], [-0.721, 0.614, -1.321], [-1.256, 0.435, 0.014], [-1.169, -1.679, -0.504], [0.585, 1.636, 0.890]]}

{"formula": "C5H6O2", "method": "ωB97M-V with the def2-TZVPD basis set", "smiles": "O=CCC#CCO", "gap_ev": 10.546, "charge": 0, "species": ["O", "C", "C", "C", "C", "C", "O", "H", "H", "H", "H", "H", "H"], "xyz": [[2.489, 0.687, -1.256], [2.248, 0.027, -0.033], [0.831, -0.185, 0.286], [-0.293, -0.403, 0.666], [-1.741, -0.535, 0.802], [-2.207, 0.108, -0.499], [-2.748, 1.181, -0.566], [2.064, 1.553, -1.223], [2.704, 0.555, 0.817], [2.729, -0.950, -0.117], [-2.141, 0.006, 1.664], [-2.037, -1.590, 0.862], [-1.897, -0.455, -1.404]]}

{"formula": "C20H13N3O7Sc", "method": "ωB97M-V with the def2-TZVPD basis set", "gap_ev": 7.736, "charge": 1, "species": ["Sc", "O", "C", "C", "C", "N", "C", "C", "C", "O", "O", "C", "O", "O", "H", "H", "H", "O", "C", "O", "C", "C", "C", "C", "C", "C", "N", "C", "C", "C", "C", "C", "C", "N", "H", "H", "H", "H", "H", "H", "H", "H", "H", "H"], "xyz": [[0.118, -0.062, -0.128], [5.484, -3.107, 0.081], [4.302, -2.496, 0.118], [3.084, -3.195, 0.143], [1.926, -2.452, 0.178], [1.955, -1.124, 0.204], [3.100, -0.447, 0.116], [4.312, -1.091, 0.079], [2.843, 1.047, -0.073], [3.710, 1.869, -0.010], [1.559, 1.268, -0.315], [0.496, -2.975, 0.049], [0.221, -4.135, 0.163], [-0.338, -1.982, -0.207], [5.392, -4.068, 0.094], [3.038, -4.275, 0.108], [5.240, -0.543, -0.005], [-2.768, 1.291, -7.140], [-3.463, 1.827, -6.129], [-4.496, 2.394, -6.329], [-2.974, 1.579, -4.719], [-1.791, 0.934, -4.386], [-1.436, 0.768, -3.055], [-2.255, 1.240, -2.041], [-3.447, 1.890, -2.374], [-3.795, 2.054, -3.697], [-1.807, 1.022, -0.705], [-2.482, 1.434, 0.301], [-2.007, 1.208, 1.671], [-2.736, 1.660, 2.758], [-2.244, 1.425, 4.037], [-1.047, 0.750, 4.181], [-0.375, 0.327, 3.040], [-0.840, 0.549, 1.814], [-1.995, 0.799, -6.846], [-1.111, 0.551, -5.136], [-0.497, 0.261, -2.843], [-4.116, 2.274, -1.619], [-4.711, 2.557, -3.973], [-3.422, 1.967, 0.203], [-3.668, 2.186, 2.607], [-2.792, 1.767, 4.904], [-0.626, 0.545, 5.155], [0.566, -0.204, 3.114]]}

{"formula": "C4H10O2", "method": "ωB97M-V with the def2-TZVPD basis set", "smiles": "COCCCO", "gap_ev": 11.093, "charge": 0, "species": ["C", "O", "C", "C", "C", "O", "H", "H", "H", "H", "H", "H", "H", "H", "H", "H"], "xyz": [[1.925, 0.652, -1.376], [0.628, 0.128, -1.252], [0.463, -0.502, -0.012], [-1.000, -0.967, 0.120], [-1.890, 0.161, 0.723], [-1.221, 0.993, 1.649], [2.689, -0.142, -1.361], [1.988, 1.191, -2.323], [2.121, 1.342, -0.543], [0.742, 0.183, 0.887], [1.220, -1.288, 0.115], [-1.487, -1.227, -0.841], [-1.020, -1.879, 0.736], [-2.292, 0.776, -0.094], [-2.719, -0.345, 1.226], [-0.287, 1.011, 1.387]]}

What did the fourth record say?
{"formula": "C5H6O2", "method": "ωB97M-V with the def2-TZVPD basis set", "smiles": "O=CCC#CCO", "gap_ev": 10.546, "charge": 0, "species": ["O", "C", "C", "C", "C", "C", "O", "H", "H", "H", "H", "H", "H"], "xyz": [[2.489, 0.687, -1.256], [2.248, 0.027, -0.033], [0.831, -0.185, 0.286], [-0.293, -0.403, 0.666], [-1.741, -0.535, 0.802], [-2.207, 0.108, -0.499], [-2.748, 1.181, -0.566], [2.064, 1.553, -1.223], [2.704, 0.555, 0.817], [2.729, -0.950, -0.117], [-2.141, 0.006, 1.664], [-2.037, -1.590, 0.862], [-1.897, -0.455, -1.404]]}

Repeat the fourth record exactly.
{"formula": "C5H6O2", "method": "ωB97M-V with the def2-TZVPD basis set", "smiles": "O=CCC#CCO", "gap_ev": 10.546, "charge": 0, "species": ["O", "C", "C", "C", "C", "C", "O", "H", "H", "H", "H", "H", "H"], "xyz": [[2.489, 0.687, -1.256], [2.248, 0.027, -0.033], [0.831, -0.185, 0.286], [-0.293, -0.403, 0.666], [-1.741, -0.535, 0.802], [-2.207, 0.108, -0.499], [-2.748, 1.181, -0.566], [2.064, 1.553, -1.223], [2.704, 0.555, 0.817], [2.729, -0.950, -0.117], [-2.141, 0.006, 1.664], [-2.037, -1.590, 0.862], [-1.897, -0.455, -1.404]]}

What is the formula in the fourth record?
C5H6O2